Below is an isolated ion of composition C17H24NO3 and charge +1, with properties calculated with ωB97M-V/def2-TZVPD.

CARTESIAN COORDINATES (ANGSTROEM)
C: -3.276 -2.979 0.414
N: -2.770 -1.598 0.290
C: -3.899 -0.713 0.622
H: -4.237 -0.925 1.635
H: -4.720 -0.904 -0.068
H: -3.631 0.335 0.558
C: -2.180 -1.371 -1.072
C: -1.851 0.107 -1.271
H: -2.756 0.713 -1.304
H: -1.376 0.223 -2.247
C: -0.892 0.655 -0.201
C: -1.156 0.072 1.192
H: -1.906 0.667 1.714
C: -1.553 -1.403 1.147
H: -1.763 -1.758 2.158
C: -0.481 -2.235 0.433
H: 0.495 -1.777 0.564
H: -0.424 -3.247 0.831
C: -0.905 -2.222 -1.047
H: -0.138 -1.773 -1.673
H: -1.085 -3.225 -1.429
H: -0.234 0.155 1.769
H: -0.986 1.748 -0.177
O: 0.469 0.363 -0.539
C: 1.063 1.203 -1.406
O: 0.490 2.109 -1.949
C: 2.544 0.917 -1.570
O: 2.997 1.386 -2.799
H: 2.534 2.211 -3.006
C: 3.180 1.583 -0.353
C: 3.180 0.920 0.868
C: 3.728 1.522 1.986
C: 4.278 2.791 1.892
C: 4.280 3.452 0.676
C: 3.727 2.854 -0.444
H: 3.742 3.369 -1.392
H: 4.713 4.437 0.595
H: 4.708 3.259 2.763
H: 3.734 0.999 2.930
H: 2.762 -0.074 0.937
H: 2.733 -0.161 -1.539
H: -2.892 -1.694 -1.834
H: -3.635 -3.148 1.428
H: -4.103 -3.129 -0.277
H: -2.506 -3.710 0.195

Computed properties:
HOMO, eV: -11.54
ΔE to the lowest compared entry with this formula, charge and spin, kcal per mole: 0.0
Total charge: +1

---

Below is a 2-piece molecular cluster, C17H24NO5S overall, with properties calculated with ωB97M-V/def2-TZVPD.

CARTESIAN COORDINATES (ANGSTROEM)
C: 3.067 1.317 -0.699
C: 2.740 0.138 -1.696
O: 3.997 -0.508 -2.001
C: 2.088 0.610 -3.059
O: 0.986 -0.255 -3.431
C: -0.189 0.084 -2.836
C: -0.382 1.071 -1.758
C: -1.711 1.340 -1.175
C: -2.840 0.570 -1.734
C: -4.243 0.884 -1.146
C: -5.135 1.770 -1.911
C: -6.436 2.095 -1.331
C: -6.763 1.517 -0.016
C: -5.894 0.624 0.738
C: -4.569 0.300 0.157
N: -2.633 -0.351 -2.727
C: -1.392 -0.633 -3.288
H: 3.901 1.019 -0.005
H: 3.360 2.277 -1.206
H: 2.175 1.531 -0.035
H: 2.011 -0.567 -1.207
H: 4.252 -0.935 -1.159
H: 2.889 0.466 -3.842
H: 1.833 1.705 -3.082
H: 0.475 1.657 -1.361
H: -1.874 2.077 -0.355
H: -4.753 2.164 -2.885
H: -7.143 2.765 -1.884
H: -7.751 1.780 0.424
H: -6.151 0.165 1.721
H: -3.832 -0.351 0.687
H: -3.450 -0.857 -3.090
H: -1.389 -1.402 -4.090
O: 3.215 -2.180 1.267
S: 2.475 -1.447 2.256
O: 2.599 -0.024 2.386
O: 2.703 -2.122 3.690
C: 4.050 -2.270 4.169
C: 4.638 -0.947 4.622
C: 0.760 -1.839 2.095
H: 4.676 -2.741 3.407
H: 4.007 -2.953 5.018
H: 4.759 -0.259 3.784
H: 5.620 -1.097 5.075
H: 3.981 -0.462 5.347
H: 0.647 -2.920 2.028
H: 0.398 -1.366 1.182
H: 0.226 -1.442 2.956

Computed properties:
HOMO, eV: -12.52
Total charge: +1

---

Below is C17H24O6PtS3 as an isolated structure, with properties calculated with ωB97M-V/def2-TZVPD.

CARTESIAN COORDINATES (ANGSTROEM)
Pt: -1.393 0.216 -0.878
C: 1.732 3.491 2.000
C: 2.810 2.871 1.112
S: 2.284 1.371 0.242
C: 2.223 1.870 -1.485
C: 1.103 2.850 -1.772
S: -0.612 2.201 -1.713
C: -1.378 3.438 -0.626
C: -0.937 3.397 0.837
S: 0.467 4.510 1.199
H: 2.214 4.182 2.696
H: 1.244 2.728 2.607
H: 3.641 2.571 1.753
H: 3.202 3.602 0.402
H: 2.104 0.944 -2.051
H: 3.174 2.311 -1.787
H: 1.172 3.231 -2.793
H: 1.167 3.687 -1.083
H: -2.443 3.222 -0.721
H: -1.197 4.419 -1.067
H: -0.679 2.381 1.138
H: -1.771 3.730 1.456
C: -2.142 -2.735 -3.012
C: -2.993 -1.848 -2.121
C: -4.336 -2.473 -1.788
O: -2.291 -1.654 -0.842
C: -3.238 -0.490 -2.825
O: -3.844 -0.491 -3.869
O: -2.812 0.601 -2.228
H: -1.982 -3.703 -2.534
H: -1.173 -2.274 -3.210
H: -2.657 -2.884 -3.959
H: -4.193 -3.490 -1.419
H: -4.957 -2.493 -2.681
H: -4.839 -1.890 -1.017
H: -1.425 -2.152 -0.838
O: 1.575 -4.186 0.740
C: 1.773 -3.280 1.709
C: 2.623 -3.628 2.762
C: 2.870 -2.732 3.778
C: 2.279 -1.467 3.779
C: 1.437 -1.123 2.744
C: 1.169 -2.013 1.701
C: 0.265 -1.617 0.601
O: 0.033 -2.412 -0.349
O: -0.288 -0.467 0.691
H: 0.976 -3.769 0.082
H: 3.076 -4.610 2.750
H: 3.531 -3.017 4.587
H: 2.476 -0.770 4.582
H: 0.955 -0.155 2.719

Computed properties:
HOMO, eV: -8.58
ΔE to the lowest compared entry with this formula, charge and spin, kcal per mole: 13.5
Total charge: 0

---

Below is C17H24O6PtS3 as an isolated structure, with properties calculated with ωB97M-V/def2-TZVPD.

CARTESIAN COORDINATES (ANGSTROEM)
Pt: 0.102 0.362 0.398
C: 1.812 1.797 3.157
C: 0.900 0.721 3.735
S: -0.162 -0.180 2.552
C: 0.525 -1.853 2.483
C: 1.908 -1.882 1.875
S: 1.857 -1.138 0.203
C: 3.396 -0.162 0.175
C: 3.349 1.218 0.809
S: 3.451 1.227 2.623
H: 2.002 2.527 3.943
H: 1.324 2.318 2.333
H: 0.189 1.180 4.423
H: 1.470 -0.022 4.295
H: -0.203 -2.370 1.850
H: 0.513 -2.293 3.481
H: 2.261 -2.909 1.782
H: 2.620 -1.309 2.466
H: 3.630 -0.066 -0.887
H: 4.160 -0.801 0.621
H: 2.417 1.711 0.530
H: 4.178 1.811 0.424
C: 0.428 -1.237 -3.244
C: -0.672 -0.563 -2.440
C: -1.708 0.097 -3.331
O: 0.004 0.533 -1.688
C: -1.348 -1.663 -1.538
O: -2.082 -2.425 -2.158
O: -1.039 -1.709 -0.309
H: 0.820 -0.564 -4.009
H: 0.021 -2.129 -3.719
H: 1.247 -1.535 -2.587
H: -1.231 0.720 -4.091
H: -2.391 0.715 -2.747
H: -2.287 -0.687 -3.813
H: -0.490 1.387 -1.807
O: -2.718 4.942 -1.651
C: -3.197 4.710 -0.419
C: -4.189 5.569 0.060
C: -4.724 5.380 1.316
C: -4.289 4.333 2.129
C: -3.308 3.486 1.661
C: -2.745 3.657 0.393
C: -1.695 2.728 -0.091
O: -1.236 2.860 -1.249
O: -1.275 1.868 0.762
H: -2.071 4.228 -1.841
H: -4.522 6.373 -0.582
H: -5.498 6.051 1.669
H: -4.718 4.186 3.110
H: -2.955 2.661 2.265

Computed properties:
HOMO, eV: -7.94
ΔE to the lowest compared entry with this formula, charge and spin, kcal per mole: 14.8
Total charge: 0

---

Table of frontier orbital gap (eV), in record order: 8.95 8.23 8.55 7.57
Table of F_max (hartree/bohr), in record order: 0.021 0.077 0.016 0.009